Entry 1:
A cluster of 2 separate species, C7H16N2O in total. Source: the Open Molecules 2025 dataset; level of theory: ωB97M-V/def2-TZVPD.

Calculated values
Kohn-Sham gap (eV): 8.27
SMILES: C/C=C/NN.C=C(C)OC
Net charge: 0
LUMO (eV): 1.0
2S+1: 1
Energy relative to the best compared isomer or geometry (same formula, charge and spin) (eV): 5.1438
HOMO energy (eV): -7.2

```
26
C7H16N2O | the Open Molecules 2025 dataset | ωB97M-V/def2-TZVPD
C 3.27 -0.39 -0.74
C 2.11 -1.31 -1.11
C -1.29 1.57 -1.26
C -1.18 0.38 0.89
C -1.69 2.96 2.02
C 1.08 -1.69 -0.31
C -1.36 1.54 0.20
N -0.71 -3.17 0.13
N 0.36 -2.78 -0.65
O -1.42 2.82 0.69
H 3.96 -0.27 -1.56
H 3.83 -0.90 0.15
H 2.24 -1.87 -2.04
H -0.29 1.42 -1.64
H -1.87 0.76 -1.65
H -1.56 2.65 -1.52
H -1.02 0.32 1.94
H 3.01 0.56 -0.44
H -1.17 -0.51 0.36
H -1.85 4.01 2.26
H -0.76 2.53 2.66
H -2.69 2.48 2.33
H 1.06 -1.23 0.67
H -1.52 -2.60 -0.17
H -0.92 -4.12 0.33
H 0.39 -3.16 -1.55
```

Entry 2:
A cluster of 2 separate species, C7H16N2O2 in total. Source: the Open Molecules 2025 dataset; level of theory: ωB97M-V/def2-TZVPD.

Calculated values
Kohn-Sham gap (spin up / spin down) (eV): 2.52 / 9.19
Net charge: -1
LUMO (spin up / spin down) (eV): 3.5 / 3.5
2S+1: 2
HOMO energy (spin up / spin down) (eV): 1.0 / -5.7

```
27
C7H16N2O2 | the Open Molecules 2025 dataset | ωB97M-V/def2-TZVPD
C -0.63 -1.41 1.66
C 0.50 -0.31 1.37
C -2.98 -0.87 1.21
C -0.86 -2.32 -1.37
C -1.48 -1.10 -0.71
O -2.33 -0.44 -1.37
N -1.70 -1.24 0.68
H -0.31 -2.44 1.50
H -0.99 -1.15 2.64
H 1.17 -0.86 0.73
H 1.01 -0.10 2.32
H -3.30 -1.55 2.02
H 0.12 -2.61 -1.03
H -0.13 0.54 1.26
H -2.99 0.15 1.65
H -3.81 -1.03 0.53
H -1.54 -3.18 -1.10
H -1.05 -2.28 -2.43
C 2.16 1.17 -1.59
C 2.18 2.02 -0.37
O 1.36 2.87 -0.09
N 3.32 1.97 0.40
H 2.84 1.64 -2.31
H 1.18 1.12 -2.05
H 3.32 2.56 1.22
H 4.01 1.25 0.34
H 2.68 0.23 -1.39
```

Entry 3:
The molecule C7H16N2O2Si. Source: the Open Molecules 2025 dataset; level of theory: ωB97M-V/def2-TZVPD.

Calculated values
Kohn-Sham gap (eV): 9.40
SMILES: CC(C)=N[Si@](C)(O)CCC(N)=O
Net charge: 0
LUMO (eV): 0.5
2S+1: 1
Energy relative to the best compared isomer or geometry (same formula, charge and spin) (eV): 0.3466
HOMO energy (eV): -8.9

```
28
C7H16N2O2Si | the Open Molecules 2025 dataset | ωB97M-V/def2-TZVPD
C 2.33 -0.06 1.19
C 1.74 -0.91 0.09
C 2.37 -0.76 -1.25
N 0.81 -1.72 0.36
Si -0.78 -1.37 -0.18
C -1.96 -2.50 0.76
O -0.98 -1.68 -1.81
C -1.31 0.40 0.17
C -0.78 1.45 -0.83
C -1.05 2.84 -0.31
N -0.39 3.21 0.91
O -1.76 3.59 -0.85
H 1.89 -0.36 2.12
H 2.21 1.00 0.98
H 3.40 -0.25 1.23
H 1.69 -0.98 -2.06
H 2.85 0.20 -1.33
H 3.16 -1.50 -1.30
H -2.95 -2.07 0.77
H -1.95 -3.50 0.36
H -1.57 -2.58 1.76
H -1.90 -1.91 -1.98
H -2.39 0.41 0.08
H -1.10 0.71 1.18
H 0.29 1.37 -1.02
H -1.31 1.36 -1.76
H 0.44 2.62 0.99
H -0.98 3.02 1.70
```

Entry 4:
The ion C7H16N3 with charge +1. Source: the Open Molecules 2025 dataset; level of theory: ωB97M-V/def2-TZVPD.

Calculated values
Kohn-Sham gap (eV): 8.41
SMILES: CC(C)(C)[NH2+]C1=CCNN1
Net charge: +1
LUMO (eV): -3.0
2S+1: 1
Energy relative to the best compared isomer or geometry (same formula, charge and spin) (eV): 4.6327
HOMO energy (eV): -11.4

```
26
C7H16N3 | the Open Molecules 2025 dataset | ωB97M-V/def2-TZVPD
C 1.64 -0.15 -1.51
C 1.50 -1.02 -2.72
C 0.88 -0.74 -0.57
C -1.77 -0.22 1.00
C -0.65 1.93 0.24
C -0.43 1.18 2.54
C -0.55 0.70 1.12
N 0.15 -1.87 -1.02
N 0.71 -0.19 0.78
N 0.81 -2.20 -2.24
H 2.20 0.74 -1.36
H 0.85 -0.57 -3.38
H -2.06 -0.81 1.87
H -1.68 -0.97 0.09
H -2.69 0.41 0.68
H 2.43 -1.20 -3.32
H 0.14 2.63 0.29
H -0.78 1.82 -0.93
H 0.32 0.53 3.15
H -1.38 1.15 3.19
H -0.24 2.27 2.48
H -0.02 -2.52 -0.32
H 0.61 -1.09 1.21
H 1.42 0.45 0.91
H 0.17 -2.72 -2.76
H -1.58 2.44 0.60
```

Entry 5:
The ion C7H16N3 with charge +1. Source: the Open Molecules 2025 dataset; level of theory: ωB97M-V/def2-TZVPD.

Calculated values
Kohn-Sham gap (spin up / spin down) (eV): 7.65 / 7.66
SMILES: CN/N=C\[NH+]=C\C(C)(C)C
Net charge: +1
LUMO (spin up / spin down) (eV): -4.9 / -4.9
2S+1: 1
Energy relative to the best compared isomer or geometry (same formula, charge and spin) (eV): 4.7626
HOMO energy (spin up / spin down) (eV): -12.5 / -12.5

```
26
C7H16N3 | the Open Molecules 2025 dataset | ωB97M-V/def2-TZVPD
C 2.80 -0.63 -0.63
C 0.54 -0.06 0.10
C -0.40 1.38 1.94
C -1.96 0.09 0.35
C -0.62 2.00 -0.48
C 0.67 -2.70 -1.16
C -0.56 0.84 0.46
N 2.79 -1.89 -0.25
N 1.73 0.26 -0.50
N 1.78 -2.66 -0.18
H 3.74 -0.25 -0.71
H 0.63 -0.98 0.68
H 0.05 0.55 2.63
H -1.39 1.65 2.32
H 0.32 2.14 2.01
H -2.02 -0.70 -0.40
H -2.16 -0.50 1.29
H -2.61 0.89 0.26
H -1.58 2.38 -0.41
H -0.53 1.52 -1.47
H 0.21 2.70 -0.67
H -0.29 -2.06 -0.93
H 0.91 -2.50 -2.10
H 0.37 -3.81 -1.15
H 1.98 1.17 -0.85
H 2.04 -3.54 0.34
```

Entry 6:
A cluster of 2 separate species, C7H16N3O5 in total. Source: the Open Molecules 2025 dataset; level of theory: ωB97M-V/def2-TZVPD.

Calculated values
Kohn-Sham gap (eV): 8.04
Net charge: +1
LUMO (eV): -5.5
2S+1: 1
Energy relative to the best compared isomer or geometry (same formula, charge and spin) (eV): 0.0000
HOMO energy (eV): -13.5

```
31
C7H16N3O5 | the Open Molecules 2025 dataset | ωB97M-V/def2-TZVPD
C 2.34 1.44 1.16
C 3.00 -0.73 0.09
C 2.06 1.12 -1.33
C -1.56 -1.73 0.48
C -3.35 -0.51 -1.98
C 2.03 0.45 0.04
C -1.57 -0.21 0.51
N 0.70 -0.15 0.25
N -2.77 0.40 0.64
N -0.41 0.50 0.34
O -3.79 -0.24 0.67
O -2.87 1.71 0.74
O -0.43 1.74 0.26
O -0.50 -2.26 1.25
O -2.43 0.21 -1.73
H 3.36 1.79 1.04
H 1.68 2.31 1.11
H 2.24 0.97 2.13
H 2.77 -1.46 -0.68
H 2.96 -1.22 1.07
H 4.01 -0.38 -0.07
H 1.82 0.41 -2.12
H 1.36 1.96 -1.38
H 3.06 1.51 -1.51
H -1.42 -2.07 -0.56
H -2.53 -2.08 0.82
H -4.34 -0.41 -1.51
H -3.27 -1.34 -2.71
H 0.67 -1.15 0.46
H -0.83 -2.77 2.00
H -1.99 2.16 0.52
```

Entry 7:
The ion C7H16N4 with charge +2. Source: the Open Molecules 2025 dataset; level of theory: ωB97M-V/def2-TZVPD.

Calculated values
Kohn-Sham gap (eV): 9.01
SMILES: CCNC(NCC)=[NH+]C#C[NH3+]
Net charge: +2
LUMO (eV): -8.3
2S+1: 1
Energy relative to the best compared isomer or geometry (same formula, charge and spin) (eV): 4.8380
HOMO energy (eV): -17.4

```
27
C7H16N4 | the Open Molecules 2025 dataset | ωB97M-V/def2-TZVPD
C -1.38 1.34 -0.60
C -1.20 2.77 -0.82
C 0.12 -0.39 0.27
C -1.74 -1.37 2.80
C 3.02 -0.56 -1.81
C -1.30 -2.10 1.44
C 2.48 -0.56 -0.36
N -0.01 -1.54 0.93
N 1.17 0.12 -0.32
N -1.11 0.32 0.21
N -1.42 3.73 -1.85
H -2.22 -0.42 2.67
H -2.56 -2.03 3.08
H -0.94 -1.40 3.47
H 3.70 -1.45 -1.90
H 2.32 -0.87 -2.62
H 3.44 0.34 -2.14
H -1.19 -3.17 1.73
H -2.15 -2.02 0.65
H 2.25 -1.62 -0.01
H 3.22 0.08 0.24
H 0.72 -2.04 1.23
H 1.06 1.02 -0.71
H -1.92 -0.09 0.79
H -0.84 3.50 -2.64
H -1.15 4.65 -1.43
H -2.37 3.77 -2.29
```

Entry 8:
A cluster of 2 separate species, C7H16N5 in total. Source: the Open Molecules 2025 dataset; level of theory: ωB97M-V/def2-TZVPD.

Calculated values
Kohn-Sham gap (eV): 8.20
Net charge: +1
LUMO (eV): -2.8
2S+1: 1
Energy relative to the best compared isomer or geometry (same formula, charge and spin) (eV): 2.9789
HOMO energy (eV): -11.0

```
28
C7H16N5 | the Open Molecules 2025 dataset | ωB97M-V/def2-TZVPD
C -0.26 0.27 2.02
C -1.45 -1.17 0.96
C -1.07 -1.48 -0.31
C 2.41 -1.07 -0.44
C 0.24 -2.08 -2.34
C -0.39 -1.13 2.12
C -0.89 2.70 0.09
N -0.12 1.43 1.77
N -1.89 3.27 0.76
N 1.35 -1.88 -0.13
N 0.13 -1.70 -0.93
N 0.16 3.38 -0.11
H -2.49 -0.80 1.21
H 2.62 -1.10 -1.47
H 2.35 0.08 -0.26
H 3.28 -1.37 0.08
H -0.01 -3.20 -2.40
H -0.53 -1.52 -2.79
H 1.23 -1.72 -2.81
H -0.75 -1.46 3.17
H 0.61 -1.63 2.01
H -1.90 -1.33 -1.07
H -2.86 3.01 0.71
H -1.65 4.15 1.20
H 1.65 -2.78 -0.41
H 0.34 4.12 0.56
H 1.06 3.03 -0.58
H -1.17 1.97 -0.61
```

Entry 9:
A cluster of 2 separate species, C7H16O in total. Source: the Open Molecules 2025 dataset; level of theory: ωB97M-V/def2-TZVPD.

Calculated values
Kohn-Sham gap (eV): 9.58
SMILES: C/C=C/O.CC(C)C
Net charge: 0
LUMO (eV): 0.8
2S+1: 1
Energy relative to the best compared isomer or geometry (same formula, charge and spin) (eV): 0.9450
HOMO energy (eV): -8.8

```
24
C7H16O | the Open Molecules 2025 dataset | ωB97M-V/def2-TZVPD
C 3.20 0.31 -0.16
C 1.84 -0.05 0.43
C 1.52 -1.52 0.16
C 1.81 0.25 1.92
H 3.49 1.33 0.12
H 3.95 -0.39 0.19
H 3.18 0.23 -1.25
H 1.08 0.55 -0.07
H 0.49 -1.74 0.43
H 2.18 -2.17 0.74
H 1.60 -1.73 -0.91
H 2.08 1.29 2.12
H 0.81 0.10 2.33
H 2.51 -0.37 2.47
C -3.88 0.26 -2.03
C -2.68 0.04 -1.14
C -2.54 0.60 0.04
O -1.45 0.36 0.84
H -4.43 -0.67 -2.19
H -4.59 0.92 -1.54
H -3.57 0.71 -2.97
H -1.87 -0.58 -1.52
H -3.30 1.26 0.46
H -1.44 1.01 1.55
```

Entry 10:
A structure of composition C7H16O. Source: the Open Molecules 2025 dataset; level of theory: ωB97M-V/def2-TZVPD.

Calculated values
Kohn-Sham gap (eV): 7.82
Net charge: 0
LUMO (eV): 0.4
2S+1: 1
Energy relative to the best compared isomer or geometry (same formula, charge and spin) (eV): 6.4296
HOMO energy (eV): -7.4

```
24
C7H16O | the Open Molecules 2025 dataset | ωB97M-V/def2-TZVPD
C 2.00 0.51 -1.68
C 1.70 -0.97 -1.15
C 0.26 -1.14 -0.73
C -0.27 -0.14 0.32
C -2.23 -1.60 0.35
C -1.69 -0.24 0.42
C -2.37 1.03 0.69
H 1.69 1.21 -0.92
H 3.00 0.79 -1.92
H 1.39 0.70 -2.53
H 1.92 -1.76 -2.04
H 2.46 -1.24 -0.39
H -0.53 -1.10 -1.60
H 0.07 -2.09 -0.32
H 0.03 0.91 -0.01
H 0.13 -0.31 1.27
H -3.12 -1.80 -0.23
H -2.15 -0.95 1.57
H -2.40 1.46 -0.41
H -1.91 1.60 1.42
H -3.39 0.70 0.98
H 2.14 0.83 2.05
H 1.19 1.95 2.36
O 2.08 1.66 2.51
```

Computed DFT total energy (hartree) in order:
-460.91481, -536.23573, -825.86769, -440.21151, -440.20674, -816.30419, -494.56868, -549.73018, -351.51923, -351.31768